{"formula": "C2H3N3", "method": "wB97M-V/def2-TZVPD", "de_lowest_ev": 4.100, "smiles": "[H]/N=C/C1N=N1", "largest_force_ev_per_a": 5.470, "spin_multiplicity": 1, "homo_ev": -9.7, "mol_weight_g_mol": 69.07, "homo_lumo_gap_ev": 10.26, "symbols": ["H", "N", "C", "C", "N", "N", "H", "H"], "xyz": [[-2.038676, 1.482155, 0.149879], [-1.071976, 1.211108, 0.189418], [-0.884111, 0.020393, 0.053548], [0.875277, -0.564985, -0.196676], [1.971208, 0.265895, -0.724596], [2.032304, 0.034127, 0.490507], [-1.659685, -0.830783, 0.259650], [0.775662, -1.617908, -0.221731]], "atomic_forces_ev_per_a": [[-0.7, 0.1, 0.7], [0.1, 2.6, -0.9], [3.5, -4.2, 0.5], [-3.5, 1.9, 1.4], [-0.7, -0.8, 1.2], [-0.9, 0.3, -1.4], [1.4, 1.1, -0.9], [0.7, -1.0, -0.6]]}